[1]
150
Properties=species:S:1:pos:R:3:lowdin_spin:R:1 method="wB97M-V/def2-TZVPD" e_homo_ev="-12.2319 / -12.2306" spin_multiplicity=2 de_lowest_ev=0.000 total_charge=+1 e_tot_ev=-202166.176 lumo_energy_ev="-3.426 / -10.337"
C 1.591 0.930 4.541 0.00
H -3.566 4.946 2.549 0.00
H -4.682 -2.874 0.072 0.00
H 5.094 1.539 -4.572 0.00
O 3.766 4.015 1.116 0.00
H -3.841 6.784 -3.974 0.00
H 0.357 2.578 3.567 0.00
H -0.971 -0.977 -0.085 0.00
H -2.548 -6.650 -0.256 0.00
H 4.158 -4.594 -6.215 0.00
O -2.393 -0.353 5.730 0.00
C 2.569 -5.355 1.166 0.00
O 1.649 -0.464 4.493 0.00
H 0.567 3.473 0.459 0.00
S 0.792 0.434 -1.476 0.00
H 4.440 1.254 0.998 0.00
O -4.513 1.679 -3.628 0.00
H 0.994 -1.978 -0.970 0.00
S -5.366 0.811 -2.811 0.00
O 1.587 -1.964 2.408 0.00
H -0.767 2.623 -1.879 0.00
H 2.276 -1.020 -0.213 0.00
H -1.939 2.361 -3.341 0.00
H 2.565 -6.443 1.090 0.00
C -6.002 3.522 3.398 0.00
H 2.592 2.363 1.491 0.00
C -3.082 4.121 2.026 0.00
H 3.553 -5.140 0.750 0.00
O -5.907 1.521 1.491 0.00
C 1.393 -4.749 0.514 0.00
H 2.746 2.934 -0.255 0.00
O 0.252 -5.040 1.384 0.00
H -1.065 -2.366 3.727 0.00
H -2.441 2.643 -1.662 0.00
C -0.713 -0.186 0.620 0.00
O -4.118 1.513 3.286 0.00
C 0.501 1.499 3.618 0.00
C 7.529 0.978 -2.342 0.00
H 0.340 -2.508 -3.914 0.00
H -5.002 4.121 -2.818 0.00
C 2.418 -3.430 -5.488 0.13
H 3.901 -1.826 5.138 0.00
H -0.330 -0.707 1.497 0.00
O -1.200 -3.695 -0.184 0.00
O 3.443 -0.210 2.723 0.00
H -5.365 4.189 3.978 0.00
O 4.397 -0.990 -3.416 0.00
H -4.902 5.895 -4.972 0.00
H -4.590 -1.306 3.635 0.00
H -6.922 2.409 -2.078 0.00
H -6.909 1.058 -0.915 0.00
H -6.785 3.064 4.004 0.00
S -3.098 -1.597 5.464 0.00
O 1.680 -4.567 -5.069 0.58
C 3.540 -2.324 4.238 0.00
C -3.580 -1.715 3.634 0.00
H -3.766 4.239 -4.011 0.00
O 0.230 0.676 0.120 0.00
H -0.585 -4.839 4.217 0.00
H -0.500 1.155 3.880 0.00
C 3.426 -3.877 -6.585 0.08
H 2.589 1.351 4.417 0.00
H -0.919 -6.263 -0.892 0.00
H -2.426 1.045 0.079 0.00
C 4.830 1.643 -3.519 0.00
C 8.946 0.426 -2.357 0.00
H 7.267 1.176 -1.303 0.00
O -3.163 5.084 -2.242 0.00
O 6.297 4.308 1.161 0.00
H -5.303 -0.264 -0.124 0.00
O 5.204 3.311 -0.889 0.00
H 7.521 1.889 -2.941 0.00
C -0.824 -2.712 4.732 0.00
H -0.252 -1.945 5.254 0.00
O 1.657 1.533 -1.867 0.00
H 9.371 0.513 -3.357 0.00
H 0.762 1.020 2.674 0.00
C -1.684 2.872 -2.412 0.00
O -4.413 -0.073 -1.853 0.00
S 1.219 -4.718 -3.438 0.03
O 0.588 -6.017 -3.171 0.01
C -6.288 1.741 -1.494 0.00
S -1.281 -4.787 0.820 0.00
H -1.063 -7.241 0.562 0.00
O 6.731 -0.059 -2.858 0.00
H 3.763 1.844 -3.425 0.00
C -4.621 6.024 -3.927 0.00
H 5.408 2.421 -3.021 0.00
O -1.339 5.019 -4.065 0.00
H -0.384 -3.175 -2.421 0.01
S -1.591 4.718 -2.662 0.00
H 1.689 -2.721 -5.881 0.07
O -0.429 0.069 -2.224 0.00
H 8.906 -0.555 -1.883 0.00
H -3.809 -2.574 -1.500 0.00
C -4.202 4.774 -3.167 0.00
H 2.815 -3.072 4.558 0.00
H -3.664 -2.763 3.348 0.00
S 2.486 -1.204 3.249 0.00
C -1.515 -6.419 0.007 0.00
H -5.556 2.300 -0.911 0.00
H -3.317 -1.814 -0.018 0.00
O -6.267 -0.081 -3.511 0.00
C -0.115 -3.386 -3.456 0.06
H 1.382 1.284 5.550 0.00
H -1.651 3.907 0.434 0.00
H 1.252 5.011 0.497 0.00
H 1.423 -3.660 0.463 0.00
H -2.550 3.567 2.799 0.00
C -4.194 -2.144 -0.575 0.00
H 2.575 -5.034 2.208 0.00
H -0.991 -3.724 -4.010 0.00
H 0.852 -3.969 3.986 0.00
C 2.670 3.202 0.799 0.00
H 2.968 -2.872 -4.730 0.01
H -2.959 -1.060 3.022 0.00
H 6.217 1.383 1.192 0.00
H -1.829 1.297 1.678 0.00
C -2.013 0.517 0.939 0.00
H -6.523 4.089 2.626 0.00
C 1.362 4.029 0.956 0.00
H 0.324 -4.344 5.629 0.00
H 9.621 1.048 -1.770 0.00
O -4.235 -2.008 6.300 0.00
H -5.450 6.585 -3.495 0.00
C -0.014 -4.015 4.647 0.00
H 1.113 4.164 2.009 0.00
O -4.098 3.249 1.414 0.00
O -2.133 -4.720 1.976 0.00
H 2.356 -1.292 -1.989 0.00
H 1.277 -5.165 -0.487 0.00
H -2.844 5.264 0.319 0.00
H 2.839 -4.254 -7.423 0.00
S -5.039 2.252 2.403 0.00
H -5.909 -1.365 -1.336 0.00
O 2.349 -4.272 -2.631 0.01
C 1.701 -1.163 -1.127 0.00
C -4.994 -0.960 -0.904 0.00
S 5.266 3.472 0.574 0.00
O 4.805 0.245 -1.216 0.00
C -2.178 4.696 0.970 0.00
H -1.539 5.510 1.311 0.00
H -2.799 -0.181 1.228 0.00
O -0.697 5.256 -1.633 0.00
S 5.052 0.046 -2.648 0.00
H 4.306 -2.802 3.628 0.00
H 5.216 2.109 2.476 0.00
C 5.255 1.842 1.420 0.00
O -2.018 -2.838 5.515 0.00
H 3.951 -2.998 -6.960 0.01

***

[2]
135
Properties=species:S:1:pos:R:3:mulliken_charge:R:1 method="wB97M-V/def2-TZVPD" e_homo_ev=-8.1785 total_charge=0 e_tot_ev=-94007.538 lumo_energy_ev=0.263
H -0.391 9.805 3.012 0.29
O -0.854 -6.921 -6.215 -0.57
H 8.344 -1.175 -6.952 0.33
H 2.212 -8.537 3.570 0.30
H 7.487 2.570 -4.461 0.33
H 9.248 -1.585 -8.456 0.31
H 1.490 -4.869 -7.867 0.30
H 5.206 0.451 0.947 0.30
H 6.548 2.554 -11.135 0.41
H 3.742 -5.817 1.961 0.32
H 1.049 6.250 1.251 0.48
C 1.320 -5.272 -6.868 -0.97
H 7.981 1.919 -10.790 0.27
H -0.755 6.523 -0.029 0.41
H -5.511 -1.807 3.317 0.44
H -3.134 -1.521 10.755 0.36
C 8.396 3.381 -6.747 -1.25
H 6.209 1.508 -5.139 0.32
H -5.355 -5.588 3.095 0.35
N -9.039 -4.272 0.961 0.33
C -1.389 10.045 2.646 -1.01
H 0.793 -3.143 -4.822 0.34
O 0.259 0.166 10.404 -0.63
O -0.351 7.648 4.547 -0.82
H 1.367 -4.606 2.956 0.33
C -3.685 6.788 4.912 -1.05
C -2.651 4.961 3.532 -0.97
C -2.592 -1.863 9.873 -1.03
H -1.726 5.379 0.885 0.29
N 6.514 2.199 -9.044 0.28
P 6.853 1.180 -7.830 0.25
C 6.953 1.815 -10.444 -0.99
C -0.936 -0.886 8.260 -0.96
C -1.347 6.401 0.878 -0.80
H -4.766 -2.853 2.222 0.30
C 0.697 6.723 2.168 -1.18
H -2.509 -2.950 9.835 0.32
H -5.469 -1.484 1.499 0.35
H 8.637 3.533 -7.799 0.38
H -7.634 -0.693 2.673 0.35
H 4.978 3.502 -9.564 0.42
H -8.287 -1.885 3.723 0.26
H 1.100 6.091 2.959 0.28
H 6.519 0.840 -10.667 0.31
H -2.214 7.059 0.834 0.21
H 3.562 -5.613 3.667 0.32
H -3.516 4.761 2.900 0.30
C -3.509 8.811 2.171 -1.15
H -4.231 9.473 2.650 0.25
N 0.099 -4.901 -6.144 0.03
H 7.931 4.336 -6.501 0.36
H -1.533 -5.334 -5.130 0.29
C -0.788 -5.811 -5.786 0.18
N -7.032 -2.786 2.238 0.15
H -10.144 -4.339 -0.931 0.37
N 7.526 2.198 -6.507 0.20
H -7.472 -6.990 0.580 0.34
C 6.788 2.420 -5.284 -1.01
H -10.510 -4.791 2.517 0.25
C 3.695 0.454 3.849 -1.06
N 3.884 0.281 2.423 0.10
C -9.741 -5.183 1.852 -1.00
P -7.354 -3.907 0.975 0.50
H -1.166 -0.848 11.629 0.30
H -3.537 7.802 5.283 0.30
C -8.052 -1.700 2.675 -0.90
N -2.207 8.789 2.835 0.26
N -0.731 6.837 2.132 0.23
H -2.568 4.280 4.379 0.31
C 5.273 0.385 2.033 -0.83
H -1.247 10.221 1.580 0.34
H 0.153 -0.829 8.264 0.33
H 5.147 3.193 -7.826 0.36
H 3.016 0.441 0.534 0.29
C 0.207 -3.453 -5.687 -0.93
H -10.743 -3.096 0.263 0.37
H -3.828 6.180 5.806 0.36
H 0.106 -5.769 2.195 0.31
C 5.692 3.315 -8.762 -1.04
H -3.337 9.266 1.196 0.38
H -6.209 -6.246 -0.403 0.33
N -6.585 -5.369 1.478 0.16
O -6.810 -3.363 -0.332 -0.84
H 2.713 0.682 4.263 0.34
N -2.618 6.294 3.973 0.27
C 9.587 0.971 -8.645 -0.81
H 7.506 -1.806 -8.311 0.28
H -3.316 -1.779 9.062 0.36
H -1.834 4.892 2.813 0.25
H -3.794 7.771 2.014 0.41
H 6.146 3.287 -5.440 0.35
C -9.886 -3.638 -0.137 -1.13
H 4.061 -0.347 4.491 0.32
H 4.147 1.388 4.182 0.35
H -1.474 0.052 8.130 0.35
H 2.152 -5.013 -6.212 0.34
N 1.954 -6.581 2.770 0.13
C 3.345 -6.303 2.852 -1.01
H 0.444 -2.862 -6.573 0.33
H 5.820 -0.515 2.310 0.28
C -6.401 -5.789 2.863 -1.22
C 1.145 -5.468 2.327 -0.91
H -9.319 -2.856 -0.642 0.32
H 10.459 0.332 -8.789 0.38
H 3.889 -7.247 2.875 0.33
N 8.231 0.254 -8.329 0.22
H -6.902 -5.168 3.606 0.40
H 9.816 1.627 -7.805 0.24
H 9.544 1.639 -9.506 0.20
O 0.314 -8.111 3.178 -0.61
C -5.632 -2.197 2.307 -1.15
H 9.335 3.106 -6.266 0.39
H 1.054 7.753 2.165 0.29
H -0.739 -2.982 -5.421 0.34
C -0.735 -0.555 10.659 0.18
O 1.566 0.469 1.995 -0.57
H 1.374 -6.351 -7.013 0.32
H -1.231 -1.720 7.623 0.32
C 2.752 0.470 1.603 0.17
C 8.337 -1.153 -8.042 -0.92
H -6.634 -6.836 3.059 0.43
C -6.467 -6.570 0.605 -1.12
C 1.519 -7.774 3.181 0.18
O 5.902 0.115 -7.453 -0.85
H -8.887 -1.852 1.991 0.31
H -4.638 6.689 4.393 0.35
P -1.389 7.431 3.518 0.39
H -9.105 -5.892 2.383 0.27
N -1.449 -0.988 9.610 0.09
H 5.785 1.261 2.432 0.31
H -10.282 -5.744 1.090 0.37
H 1.555 -5.038 1.414 0.31
H -1.923 10.887 3.086 0.33
H 6.251 4.250 -8.727 0.30
H -5.582 -7.164 0.835 0.42